{"formula": "C9H17N3O4S", "method": "the ωB97M-V functional and the def2-TZVPD basis", "molar_mass_g_mol": 263.32, "homo_energy_ha": -0.31104, "gap_ev": 8.5, "relative_energy_ev": 11.595, "largest_force_ev_per_a": 8.7, "symbols": ["C", "C", "C", "C", "C", "C", "C", "C", "C", "H", "H", "H", "H", "H", "H", "H", "H", "H", "H", "H", "H", "H", "H", "H", "H", "H", "N", "N", "N", "O", "O", "O", "O", "S"], "xyz": [[-2.312456, -0.292515, 0.273024], [-0.995821, 0.393191, -0.178990], [-3.718562, 0.339620, -0.375014], [-4.899358, -0.616826, -0.249086], [1.293824, 0.448984, 0.540380], [1.690296, 2.022004, 0.268046], [1.622905, -0.494194, -0.646000], [3.005218, -0.721149, -1.106729], [5.935266, -1.215191, -0.117003], [-2.990292, -1.553020, 1.828462], [-2.924809, 0.025429, 2.057857], [-2.109234, -1.115266, -0.632774], [-3.843129, 1.517810, -0.072926], [-3.218461, 0.638734, -1.449455], [-6.862360, -0.901375, -0.965350], [-6.081758, 0.891907, -1.077370], [-0.551061, -0.066579, 1.736141], [1.904307, 0.102072, 1.241940], [1.286701, -1.513199, -0.467010], [0.827318, -0.430280, -1.670149], [2.922384, -1.287009, -2.020132], [3.473359, 0.158271, -1.471826], [6.685100, -2.328556, -0.708072], [6.022714, -0.038881, -0.865486], [6.281535, -1.095784, 1.356259], [0.120998, 2.540297, 1.177743], [-2.277091, -0.873637, 1.642815], [-6.172668, -0.011821, -0.514568], [-0.086415, 0.508460, 0.878777], [-0.629743, 0.562456, -1.544314], [-4.785690, -1.772704, 0.194438], [2.792925, 2.301075, -0.290218], [0.808752, 2.947003, 0.637768], [3.974505, -1.524485, 0.344988]], "forces_ev_per_a": [[-0.7, -2.5, -4.8], [2.3, 0.4, -4.3], [4.3, 3.1, -0.7], [-0.9, -0.3, 0.8], [-0.8, 3.3, -4.6], [4.3, -1.2, -2.3], [-3.2, -0.8, -3.2], [1.1, -0.2, 0.6], [0.4, 0.3, 1.4], [-0.3, -1.0, -0.8], [2.5, -2.9, -0.2], [-0.8, 1.1, 2.7], [-0.4, -3.0, 0.1], [-1.9, -1.4, 1.9], [2.5, 3.9, 1.7], [-0.5, -2.0, 0.8], [1.6, 1.4, -2.2], [2.2, -1.1, 3.7], [-0.4, -0.2, 1.3], [2.9, 0.7, 3.0], [0.3, -1.1, 0.1], [0.8, 1.1, 0.4], [-2.7, 3.7, 1.9], [-0.1, -4.0, 2.7], [-0.5, -0.2, -5.0], [-0.2, -0.3, -0.1], [-2.4, 5.9, 0.6], [-0.3, -3.1, -2.3], [-3.8, -2.5, 0.4], [-3.5, 0.0, 8.0], [-0.2, 2.5, -1.3], [-4.4, -0.7, 2.2], [0.7, 0.1, 0.0], [2.0, 0.8, -2.5]]}